56
Properties=species:S:1:pos:R:3:forces:R:3:lowdin_charge:R:1 method="wB97M-V/def2-TZVPD" multiplicity=2 e_homo_ev="-9.09 / -8.79" charge=+1 gap_ev="6.97 / 6.72" total_energy_ev=-45309.22946
Re 0.0226 0.0523 -0.0990 -1.6 0.0 1.7 1.111
C 2.9488 -1.9975 0.2779 -0.1 0.1 0.0 -0.162
C 2.4546 -1.3371 1.5508 -0.1 0.0 0.0 -0.162
O 2.1165 0.0213 1.2558 0.3 0.0 0.0 -0.256
C 2.0416 0.8562 2.4072 0.0 0.1 -0.1 -0.182
C 1.6782 2.2386 1.9217 0.0 0.0 0.0 -0.161
O 0.4951 2.1322 1.1425 0.3 0.2 0.0 -0.337
C -0.1834 3.3646 0.9184 0.1 -0.1 -0.1 -0.168
C -1.1821 3.1622 -0.2180 0.1 -0.1 0.1 -0.162
O -0.6514 2.3525 -1.2498 -0.1 0.1 0.0 -0.200
C 0.3895 2.9241 -2.0129 0.1 0.0 0.0 -0.169
C 1.2414 1.8012 -2.5535 -0.1 0.1 0.1 -0.148
O 1.8195 1.1363 -1.4165 -0.5 -0.6 0.0 -0.222
C 2.9603 0.3095 -1.6980 0.1 0.1 -0.1 -0.153
C 2.5820 -1.1345 -1.9384 -0.1 0.0 0.1 -0.168
O 2.0303 -1.7203 -0.7695 0.1 -0.2 0.0 -0.188
H 2.9843 -3.0795 0.4285 0.1 0.0 0.0 0.138
H 3.9545 -1.6485 0.0300 0.0 0.0 0.0 0.132
H 3.2318 -1.3578 2.3202 0.0 -0.1 0.0 0.137
H 1.5640 -1.8571 1.9196 0.0 0.1 0.0 0.123
H 3.0088 0.8913 2.9178 0.0 0.0 0.0 0.142
H 1.2785 0.4738 3.0892 0.0 0.0 0.0 0.095
H 2.4793 2.6545 1.3005 0.0 0.0 0.0 0.142
H 1.5175 2.8921 2.7842 0.0 0.0 0.0 0.143
H 0.5597 4.1370 0.6971 0.0 0.0 -0.1 0.128
H -0.7370 3.6578 1.8159 0.1 0.0 0.0 0.139
H -1.5129 4.1361 -0.5929 0.0 0.0 0.0 0.140
H -2.0425 2.5993 0.1416 0.0 0.1 0.0 0.125
H 1.0204 3.5697 -1.3940 0.0 0.0 0.0 0.132
H -0.0233 3.5178 -2.8349 0.0 0.0 0.0 0.143
H 2.0302 2.2216 -3.1827 0.0 -0.1 0.0 0.137
H 0.6410 1.0997 -3.1384 0.0 0.0 0.0 0.135
H 3.6023 0.3834 -0.8212 0.0 0.1 0.0 0.124
H 3.5029 0.7077 -2.5591 0.0 0.0 0.0 0.137
H 3.4573 -1.6964 -2.2800 0.0 0.0 0.0 0.139
H 1.8003 -1.2084 -2.6959 0.0 0.0 0.0 0.135
C -1.2644 -0.8215 -0.8677 0.8 0.1 -0.5 -0.275
C -2.4083 -1.4859 -1.4571 0.0 0.1 0.1 -0.310
C -2.6555 -1.3650 -2.8271 0.0 0.0 0.0 -0.053
C -3.7634 -1.9691 -3.3975 0.0 0.0 0.0 -0.079
C -4.6467 -2.6968 -2.6119 0.0 0.0 0.0 -0.085
C -4.4106 -2.8257 -1.2502 0.0 0.0 0.0 -0.080
C -3.3015 -2.2256 -0.6787 0.1 0.0 -0.1 -0.057
H -1.9700 -0.7886 -3.4351 0.0 0.0 0.0 0.106
H -3.9444 -1.8667 -4.4596 0.0 0.0 0.0 0.106
H -5.5144 -3.1630 -3.0588 0.0 0.0 0.0 0.104
H -5.0974 -3.3916 -0.6342 0.0 0.0 0.0 0.105
H -3.1187 -2.3153 0.3830 -0.1 0.0 0.0 0.079
N -1.6221 -2.3271 2.9085 0.0 0.0 0.0 0.129
C -1.3390 -1.0919 3.3200 0.2 -0.4 -0.2 -0.874
N -0.9924 -0.9343 4.6082 -0.3 0.1 0.0 0.107
S -1.3713 0.2400 2.2712 0.5 0.1 -1.0 0.730
H -1.6628 -3.1142 3.5344 0.1 0.0 0.0 0.121
H -1.8942 -2.4553 1.9486 0.1 0.0 0.0 0.073
H -1.1536 -1.6664 5.2821 0.0 0.0 0.0 0.116
H -0.9497 0.0084 4.9576 0.1 0.0 0.0 0.101

=====

53
Properties=species:S:1:pos:R:3:forces:R:3:lowdin_charge:R:1 method="wB97M-V/def2-TZVPD" multiplicity=1 e_homo_ev=-8.81 charge=0 gap_ev=9.54 total_energy_ev=-29751.49335
C -6.3192 -1.8478 0.6540 0.2 0.1 0.1 -0.061
C -4.9970 -1.4054 1.2684 -0.2 -0.2 0.1 -0.170
N -4.3302 -0.4309 0.4265 -0.1 -0.3 0.2 0.035
C -4.5779 0.9250 0.5144 0.1 0.2 -0.2 -0.425
O -5.3236 1.4261 1.3126 -0.2 0.1 0.2 0.112
C -3.7628 1.6124 -0.5583 0.0 0.0 0.0 -0.011
C -2.8870 0.5163 -1.1686 0.1 0.2 -0.2 -0.208
N -1.4737 0.7224 -0.8944 -0.1 0.0 -0.1 -0.114
C -0.5948 -0.0398 -1.7627 0.3 0.0 -0.2 -0.175
C 0.8362 0.4691 -1.6112 -0.1 -0.3 0.0 -0.119
C 1.3025 0.3230 -0.1599 0.0 0.4 0.1 -0.237
C 2.6934 0.9302 0.0025 -0.3 -0.3 0.0 -0.425
O 2.8363 2.0409 0.4839 0.0 0.3 0.2 0.063
N 3.7636 0.2237 -0.4369 0.3 0.0 -0.1 -0.053
C 3.7500 -1.0997 -1.0132 0.0 -0.3 -0.2 -0.162
C 4.8319 -2.0206 -0.4278 -0.2 0.1 0.1 -0.174
C 5.0579 -1.8206 1.0730 0.3 -0.1 -0.1 -0.196
C 6.1115 -0.7533 1.3723 -0.2 0.1 0.1 -0.209
C 5.6429 0.6728 1.0961 0.1 -0.2 -0.2 -0.171
C 5.0614 0.8652 -0.3052 0.1 0.5 0.3 -0.142
C 0.3038 1.0606 0.7315 0.0 -0.2 0.1 -0.126
C -1.1022 0.5215 0.4979 0.2 0.2 0.1 -0.169
C -3.4166 -0.7751 -0.5418 0.1 0.1 -0.1 -0.386
O -3.0644 -1.9025 -0.7822 0.0 -0.2 -0.1 0.112
H -6.9825 -0.9938 0.5381 -0.1 0.0 0.0 0.076
H -6.1484 -2.3006 -0.3200 0.0 -0.1 -0.1 0.077
H -6.7985 -2.5777 1.3001 -0.1 -0.1 0.0 0.075
H -4.3212 -2.2570 1.3760 0.0 0.1 0.0 0.123
H -5.1667 -0.9354 2.2399 0.1 -0.1 -0.1 0.125
H -4.4450 2.0508 -1.2876 0.0 0.0 0.0 0.133
H -3.1698 2.4228 -0.1363 0.0 0.0 0.0 0.133
H -3.0018 0.4634 -2.2553 0.0 -0.1 0.1 0.157
H -0.6345 -1.1178 -1.5343 0.0 0.0 -0.1 0.128
H -0.9210 0.1018 -2.7963 0.0 -0.1 0.0 0.126
H 0.8655 1.5260 -1.8804 0.1 0.0 0.0 0.134
H 1.4883 -0.0792 -2.2924 0.0 0.0 0.0 0.111
H 1.3035 -0.7337 0.1264 0.0 0.0 -0.1 0.139
H 2.7772 -1.5553 -0.8380 0.0 0.1 -0.1 0.109
H 3.8947 -1.0283 -2.1008 -0.1 -0.1 0.1 0.126
H 5.7785 -1.8720 -0.9498 0.0 0.0 0.0 0.105
H 4.5198 -3.0489 -0.6209 0.0 0.0 -0.1 0.109
H 5.3984 -2.7648 1.5034 -0.1 0.0 0.0 0.107
H 4.1170 -1.5556 1.5588 -0.1 -0.1 0.1 0.116
H 7.0038 -0.9647 0.7770 0.1 -0.1 0.0 0.110
H 6.3978 -0.8233 2.4241 0.1 0.0 0.0 0.107
H 4.8729 0.9589 1.8142 0.0 0.1 0.0 0.114
H 6.4852 1.3550 1.2234 0.0 0.1 0.0 0.112
H 5.7311 0.4692 -1.0698 0.0 0.0 -0.1 0.127
H 4.9141 1.9348 -0.4779 0.1 -0.2 -0.1 0.123
H 0.3367 2.1236 0.4940 0.0 0.0 0.1 0.125
H 0.5763 0.9408 1.7810 0.0 0.0 0.0 0.126
H -1.1312 -0.5487 0.7717 -0.1 0.0 0.0 0.133
H -1.8077 1.0541 1.1393 0.0 0.0 0.0 0.126

=====

54
Properties=species:S:1:pos:R:3:forces:R:3:lowdin_charge:R:1 method="wB97M-V/def2-TZVPD" multiplicity=1 e_homo_ev=-7.54 charge=0 gap_ev=8.21 total_energy_ev=-48258.59704
C -1.9669 -0.7573 -3.3258 0.2 0.3 -0.1 -0.076
C -1.0940 0.4932 -3.3172 -0.1 -0.1 -0.1 -0.256
N -1.0621 1.1549 -2.0147 0.2 0.0 -0.3 -0.210
C 0.0971 2.0341 -1.9081 0.2 0.1 0.1 -0.255
C 0.3812 2.4998 -0.4852 0.0 0.0 -0.3 -0.064
C -2.3194 1.8488 -1.7231 -0.2 0.1 0.3 -0.186
C -2.8375 1.6523 -0.2932 0.0 -0.2 -0.2 -0.151
C -2.9775 0.1799 0.0995 -0.2 0.3 0.0 -0.178
N -1.6846 -0.4468 0.2495 0.1 -0.2 -0.2 0.068
C -1.0571 -0.4539 1.4432 0.2 -0.3 0.3 -0.268
N -1.7546 -0.1078 2.5229 -0.3 0.1 -0.3 0.109
C -1.1520 -0.1122 3.7010 0.6 0.0 0.3 -0.703
S -2.1603 0.3434 5.0511 -0.2 0.1 0.4 0.902
C -0.9557 0.2069 6.4024 -0.2 0.0 -0.4 -0.403
N 0.1128 -0.3945 3.9515 0.1 0.0 0.4 0.043
C 0.8101 -0.7610 2.8843 -0.1 0.0 -0.6 -0.526
S 2.4946 -1.1814 2.9628 -0.3 0.0 -0.4 1.098
C 2.4933 -1.5177 1.2474 -0.2 0.1 0.2 -0.461
C 1.2877 -1.3201 0.6575 0.4 -0.1 -0.1 -0.209
C 0.3007 -0.8549 1.5815 0.0 0.2 0.7 -0.122
C 1.0845 -1.6017 -0.8008 0.3 -0.1 0.0 -0.115
C 2.3112 -2.3387 -1.3684 -0.2 0.0 -0.1 -0.179
N 3.5827 -1.8092 -0.9142 0.2 -0.1 0.0 -0.218
C 3.8187 -0.4409 -1.3284 0.0 0.0 0.0 -0.087
C 3.7152 -1.9878 0.5215 0.1 -0.2 0.0 -0.200
H -1.6375 -1.4586 -2.5642 0.0 -0.1 0.1 0.061
H -1.8901 -1.2395 -4.2973 -0.1 -0.1 -0.1 0.075
H -3.0126 -0.5219 -3.1481 -0.1 0.0 0.0 0.061
H -1.4311 1.1838 -4.1087 0.1 0.0 0.0 0.122
H -0.0721 0.1922 -3.5639 0.0 0.1 0.0 0.108
H 0.9690 1.4770 -2.2654 -0.1 0.0 0.0 0.098
H -0.0152 2.9181 -2.5612 0.0 -0.1 0.0 0.121
H 0.4078 1.6553 0.1989 0.0 -0.1 0.1 0.064
H -0.3667 3.2079 -0.1410 -0.1 0.1 0.1 0.067
H 1.3495 2.9950 -0.4594 0.1 0.1 0.0 0.077
H -2.2138 2.9271 -1.9166 0.0 0.0 -0.1 0.122
H -3.0872 1.4767 -2.4050 0.0 0.0 0.0 0.110
H -2.1811 2.1311 0.4318 0.0 0.1 0.1 0.097
H -3.8148 2.1337 -0.2260 0.0 0.1 0.0 0.114
H -3.5337 -0.3675 -0.6662 -0.1 0.0 0.0 0.113
H -3.4959 0.0984 1.0556 0.0 0.0 -0.2 0.109
H -1.1092 -0.3375 -0.5792 0.0 0.0 0.2 0.083
H -0.5922 -0.8140 6.4505 0.1 0.0 0.1 0.031
H -0.1323 0.8870 6.2125 0.1 0.0 0.1 0.030
H -1.4791 0.4755 7.3137 -0.1 0.0 0.1 0.025
H 0.9331 -0.6638 -1.3410 -0.1 0.1 -0.1 0.089
H 0.1950 -2.2205 -0.9394 0.0 0.1 -0.1 0.120
H 2.2946 -2.3034 -2.4608 0.0 -0.1 0.0 0.118
H 2.2766 -3.3878 -1.0623 -0.1 0.0 -0.1 0.127
H 3.6649 -0.3689 -2.4044 0.0 0.1 -0.1 0.087
H 3.1721 0.2921 -0.8268 0.0 0.1 0.0 0.083
H 4.8563 -0.1871 -1.1123 0.0 0.1 0.0 0.087
H 4.6006 -1.4518 0.8712 0.0 0.0 0.0 0.119
H 3.8766 -3.0558 0.7179 0.1 0.1 0.0 0.126

=====

61
Properties=species:S:1:pos:R:3:forces:R:3:lowdin_charge:R:1 method="wB97M-V/def2-TZVPD" multiplicity=3 e_homo_ev="-10.09 / -10.16" charge=+1 gap_ev="7.96 / 7.85" total_energy_ev=-76325.06857
V -1.0358 0.4370 -0.8069 -0.2 2.4 -1.1 0.749
C -0.1414 3.0360 4.0060 0.1 -0.1 0.2 -0.026
N -0.4830 3.0505 2.6042 0.0 0.0 -0.3 -0.130
C -1.5243 3.9947 2.2484 -0.2 0.1 -0.3 -0.006
C 0.0452 2.2787 1.6495 0.3 -0.1 0.5 -0.405
O -0.2425 2.3925 0.4638 -0.1 -0.3 -0.5 -0.016
C 1.0771 1.2105 2.0441 -0.1 0.1 -0.1 -0.085
O 1.3612 0.3810 0.9339 0.0 0.2 -0.1 -0.160
C 2.3145 0.8616 0.0075 0.0 -0.2 0.1 -0.070
C 1.7404 0.8691 -1.4153 1.3 0.3 -0.5 -0.300
O 0.5304 0.6904 -1.6010 4.0 0.2 -1.8 -0.138
N 2.5787 1.0731 -2.4544 -1.1 -0.2 0.9 -0.115
C 2.0497 1.0288 -3.8029 -0.4 0.0 -0.4 0.002
C 4.0152 1.1804 -2.3713 0.4 0.0 0.1 -0.021
H 0.0981 4.0524 4.3242 0.0 0.0 0.0 0.102
H 0.7145 2.4045 4.2132 0.1 -0.1 0.0 0.083
H -0.9883 2.6855 4.6002 0.0 0.0 0.0 0.104
H -1.2185 5.0082 2.5109 0.0 0.0 0.0 0.101
H -2.4446 3.7483 2.7806 0.0 0.0 0.0 0.104
H -1.7002 3.9333 1.1762 0.0 0.1 0.1 0.092
H 0.6678 0.5498 2.8152 0.1 0.2 0.0 0.134
H 1.9933 1.6865 2.4191 -0.1 -0.1 0.1 0.144
H 3.1771 0.1802 0.0445 -0.1 0.2 -0.1 0.143
H 2.6385 1.8751 0.2764 0.0 -0.1 -0.2 0.153
H 0.9620 1.0649 -3.7691 0.1 0.0 -0.1 0.095
H 2.3574 0.1085 -4.3041 0.0 0.0 0.0 0.109
H 2.4173 1.8837 -4.3698 0.0 0.0 0.0 0.103
H 4.3454 1.4124 -1.3647 0.0 0.0 0.0 0.086
H 4.3510 1.9804 -3.0341 0.0 0.0 0.1 0.104
H 4.4871 0.2474 -2.6965 0.0 0.1 0.0 0.110
N -2.9076 1.5944 -4.4465 0.0 0.1 -0.3 0.088
C -2.5623 1.0884 -3.2492 0.2 0.1 0.9 -0.821
S -1.9632 2.1886 -2.0319 -0.2 0.7 -0.1 0.727
N -2.6843 -0.1774 -3.0040 -0.9 -0.3 -2.1 0.004
N -2.3189 -0.5463 -1.7687 -1.2 -2.0 0.3 -0.175
C -2.8927 -1.6045 -1.2713 -0.2 0.4 -0.9 -0.021
C -2.7299 -2.0252 0.0749 0.4 0.1 1.2 -0.138
C -3.2389 -3.2573 0.5227 0.2 0.3 -0.1 -0.016
C -3.0562 -3.6753 1.8198 0.0 -0.1 0.1 -0.077
C -2.3441 -2.8762 2.7149 -0.1 0.0 -0.2 -0.066
C -1.8954 -1.6337 2.3308 0.1 0.4 -0.3 -0.016
C -2.1031 -1.1623 1.0235 -1.0 -2.2 0.4 -0.319
O -1.7589 0.0440 0.6819 -0.9 0.2 4.0 -0.162
H -2.9755 2.5933 -4.5383 0.0 -0.1 0.0 0.086
H -3.4229 1.0168 -5.0892 0.0 0.0 0.0 0.106
H -3.5749 -2.1574 -1.9143 0.0 0.1 0.0 0.145
H -3.7545 -3.8874 -0.1842 -0.1 -0.1 -0.1 0.118
H -3.4573 -4.6204 2.1507 0.0 -0.1 0.0 0.106
H -2.1468 -3.2289 3.7155 -0.1 0.0 0.1 0.108
H -1.3760 -0.9833 3.0220 0.0 0.1 0.1 0.109
C 2.4186 -2.9289 1.4466 0.0 -0.3 0.0 -0.066
N 1.2645 -2.4251 0.7395 -0.1 0.1 0.1 0.033
C 0.9764 -2.5722 -0.5707 0.2 -0.1 0.3 -0.589
N 1.7455 -3.4379 -1.2925 0.1 -0.1 -0.1 0.186
O 0.0763 -1.9255 -1.1000 -0.5 0.5 -0.2 0.026
H 2.6599 -2.2436 2.2573 0.0 0.0 0.0 0.087
H 3.2859 -2.9967 0.7880 0.0 0.1 0.0 0.084
H 2.2290 -3.9180 1.8729 0.1 0.0 0.0 0.089
H 0.7115 -1.7131 1.1930 0.1 -0.2 -0.1 0.109
H 2.2655 -4.1567 -0.8215 0.0 -0.1 0.0 0.094
H 1.3854 -3.6764 -2.2022 0.0 0.1 0.0 0.116

=====

Values for energy relative to the best compared isomer or geometry (same formula, charge and spin), kcal per mole, ordered as above
11.8; 15.8; 1.9; 35.0